{
  "formula": "C36H98AgBrN6O16",
  "method": "ωB97M-V/def2-TZVPD",
  "symbols": ["Ag", "Br", "O", "O", "O", "O", "O", "O", "O", "O", "O", "O", "O", "O", "O", "O", "O", "O", "N", "N", "N", "N", "N", "N", "C", "C", "C", "C", "C", "C", "C", "C", "C", "C", "C", "C", "C", "C", "C", "C", "C", "C", "C", "C", "C", "C", "C", "C", "C", "C", "C", "C", "C", "C", "C", "C", "C", "C", "C", "C", "H", "H", "H", "H", "H", "H", "H", "H", "H", "H", "H", "H", "H", "H", "H", "H", "H", "H", "H", "H", "H", "H", "H", "H", "H", "H", "H", "H", "H", "H", "H", "H", "H", "H", "H", "H", "H", "H", "H", "H", "H", "H", "H", "H", "H", "H", "H", "H", "H", "H", "H", "H", "H", "H", "H", "H", "H", "H", "H", "H", "H", "H", "H", "H", "H", "H", "H", "H", "H", "H", "H", "H", "H", "H", "H", "H", "H", "H", "H", "H", "H", "H", "H", "H", "H", "H", "H", "H", "H", "H", "H", "H", "H", "H", "H", "H", "H", "H"],
  "coordinates": [[-22.939048, -1.655797, 14.733355], [-24.420758, -1.528695, 12.481403], [-22.845491, -5.640304, 12.457588], [-20.980465, -1.968887, 13.467979], [-25.101413, 3.790187, 15.045300], [-33.615374, -7.461038, 14.473477], [-22.936049, -1.764405, 7.090197], [-29.484105, -4.547099, 13.501764], [-22.071081, 0.596737, 14.472942], [-24.856266, -7.676833, 8.706443], [-24.416603, -0.580235, 9.169640], [-19.489768, -0.780985, 11.375663], [-22.602490, -3.927012, 14.584790], [-21.174028, 3.649271, 12.020107], [-24.949116, -3.237620, 15.864792], [-26.616150, -1.269025, 8.045567], [-27.668959, 1.806288, 11.753028], [-20.994502, -9.452890, 10.281371], [-26.503719, -4.397331, 8.650208], [-24.324630, -0.452624, 16.140116], [-25.872141, 4.202620, 11.976410], [-20.302249, 1.689169, 9.962334], [-22.770116, -8.603090, 12.854595], [-32.493537, -4.842072, 13.099754], [-27.443435, -2.129499, 8.847195], [-21.815488, -10.133549, 11.100479], [-33.268704, -5.918319, 12.622822], [-24.392273, 4.440749, 14.060415], [-18.210975, -1.218445, 11.786119], [-34.478498, -8.087766, 15.478919], [-24.613586, 3.746505, 12.656065], [-34.256649, -6.490741, 13.690307], [-20.896146, 4.777399, 12.879081], [-21.038359, 3.961731, 10.661589], [-31.716169, -5.141988, 14.359723], [-28.218079, -3.889368, 13.613520], [-22.484853, -4.740467, 11.369350], [-25.198102, 4.586218, 16.203261], [-30.475694, -4.190283, 14.433305], [-22.995023, -9.225729, 11.519259], [-27.806153, 0.485010, 12.250530], [-24.236007, 0.902038, 15.540644], [-25.577803, -6.591840, 8.121673], [-26.436174, 1.913872, 11.056475], [-24.018416, -6.478319, 12.304976], [-25.143189, -4.630726, 16.101449], [-21.358879, 2.670494, 9.851324], [-19.972617, -10.253291, 9.691105], [-24.868614, -8.772880, 7.789928], [-23.872344, -7.742426, 13.260125], [-25.672552, -5.477419, 9.124889], [-25.695861, -0.933553, 16.025661], [-20.755809, 1.113594, 14.218537], [-26.079200, 3.415815, 10.751176], [-20.792333, 0.340132, 9.589800], [-25.839740, -2.423129, 16.599667], [-19.733383, -0.753483, 9.971340], [-26.503508, -3.155238, 9.437799], [-27.265080, -0.161094, 7.480627], [-22.779423, 1.340799, 15.420333], [-24.737133, 1.625081, 16.184229], [-26.941061, -3.545443, 10.356700], [-21.634700, 5.555673, 12.686912], [-21.484195, 2.918039, 8.797227], [-20.137832, 1.008749, 15.110284], [-23.754260, 3.963775, 12.021671], [-35.081065, -7.016066, 13.208139], [-18.102977, -2.227498, 11.388291], [-24.192372, -8.568584, 6.959825], [-24.372893, -5.272030, 15.673134], [-27.798536, -1.475639, 9.643731], [-24.054533, -6.743555, 11.248354], [-20.353250, -2.690174, 13.518728], [-22.299253, 2.210696, 10.155259], [-27.533324, -4.320064, 12.882962], [-25.522629, -2.827765, 9.782396], [-21.565937, -4.172484, 11.514553], [-24.282450, -1.025816, 10.006123], [-20.875971, 2.139115, 13.869312], [-34.665238, -5.753822, 14.381762], [-20.262770, 0.540063, 13.433633], [-21.250201, -10.500942, 11.956974], [-33.868204, -5.576775, 11.778996], [-28.813805, 0.365849, 12.648693], [-21.824146, 4.655556, 10.362857], [-35.412871, -8.399574, 15.012207], [-19.316784, -9.723680, 9.000093], [-26.885746, -2.722076, 16.531744], [-22.647654, 2.405583, 15.228069], [-25.562199, -2.536719, 17.647599], [-34.746533, -7.358914, 16.243784], [-25.643034, 1.438920, 11.633923], [-26.916765, 3.785401, 10.159570], [-32.569993, -6.682308, 12.281922], [-27.434906, -4.740320, 8.462188], [-24.572686, 5.513645, 13.993773], [-28.227574, -2.682622, 8.330191], [-22.490140, -4.538457, 13.856961], [-22.236220, -10.981795, 10.560527], [-24.770090, -8.360607, 13.257599], [-27.713189, -3.952789, 14.577448], [-23.366827, -1.348662, 7.837078], [-20.675731, -1.437139, 12.732722], [-23.281507, -4.069051, 11.048967], [-33.987997, -8.933075, 15.961588], [-19.412530, -10.520788, 10.587122], [-25.122220, -6.215314, 7.205829], [-17.421010, -0.529928, 11.486119], [-21.067627, 0.239934, 8.539909], [-25.982917, 4.293400, 16.900691], [-27.134670, 0.411227, 13.105969], [-20.110626, -1.731869, 9.673778], [-18.182348, -1.238499, 12.875557], [-25.012241, -4.762200, 17.175542], [-26.482203, 1.392990, 10.100088], [-26.444483, -0.345588, 16.556663], [-24.908052, -5.870471, 12.469835], [-22.382246, -4.437977, 15.363667], [-22.319977, -5.387372, 10.507710], [-24.508313, -9.675918, 8.282692], [-31.383925, -6.176319, 14.271018], [-25.171351, 3.519189, 10.156835], [-29.941199, -4.139714, 15.381908], [-19.875702, 5.157085, 12.930376], [-25.974717, -0.934576, 14.971934], [-26.583111, 3.990087, 12.661579], [-25.279496, -0.873623, 8.877130], [-30.865353, -3.194555, 14.221664], [-21.150440, 4.419973, 13.876925], [-31.859720, -4.623426, 12.344391], [-26.551251, -6.982659, 7.825420], [-21.581018, -0.042720, 10.237488], [-22.281439, 1.165350, 16.373925], [-21.999478, -7.954709, 12.778313], [-23.204339, -8.539520, 10.698651], [-20.023742, 4.345634, 10.555483], [-20.151022, 1.752190, 10.958950], [-28.308664, -2.843638, 13.319671], [-24.230630, 4.625734, 16.703806], [-24.125689, -0.300136, 17.118524], [-23.909769, -9.808371, 11.628242], [-23.602252, -7.391781, 14.256211], [-27.504997, -0.307004, 11.564870], [-24.659822, -5.107923, 9.286019], [-20.342181, -11.167780, 9.227182], [-27.552522, 0.681983, 8.108887], [-23.333053, 4.373371, 14.308619], [-32.410539, -5.002641, 15.188295], [-25.511044, 5.619409, 16.052684], [-24.718611, 0.913361, 14.563369], [-28.178448, -0.467242, 6.970590], [-24.518223, 2.673077, 12.819682], [-26.581995, 0.224214, 6.723631], [-25.883364, -8.996187, 7.460513], [-26.087028, -5.926220, 10.027596], [-18.797865, -0.560293, 9.446370], [-26.109308, -4.988489, 15.745452], [-23.625659, -2.279744, 6.671752]],
  "atomic_forces_ev_per_a": [[-0.241, -0.222, 0.239], [-0.171, -0.040, -0.170], [0.720, 0.955, 0.399], [0.093, -0.254, 0.207], [-1.684, 0.084, 0.820], [0.390, -1.521, 1.502], [0.573, -0.286, -0.403], [0.953, -0.528, -0.789], [0.251, -0.306, -1.059], [-0.267, 0.047, -0.582], [1.236, 0.536, 0.538], [-0.833, 0.979, 0.513], [0.406, -0.016, 0.739], [0.465, 0.516, 1.390], [-0.289, -0.487, -0.930], [-0.850, -0.611, -0.102], [0.270, -0.307, -0.576], [1.379, 2.037, -2.866], [1.181, 0.499, -1.571], [-0.344, 0.834, -0.457], [1.397, -0.748, 0.642], [-0.382, -0.575, -0.046], [-0.100, 0.258, -0.984], [1.094, 1.840, 1.375], [1.888, 0.757, 0.666], [-1.878, -0.611, 0.972], [-1.350, -1.158, 0.789], [1.040, -0.360, -2.440], [-0.294, -0.181, -0.191], [0.336, 1.135, -1.057], [-0.048, 1.350, 0.780], [0.266, -0.571, -0.390], [-1.267, -1.037, 0.377], [-0.802, -1.320, -0.675], [0.698, 0.504, -1.849], [-0.744, 0.027, -0.696], [-0.745, -1.766, -0.678], [-0.102, 0.527, 0.759], [-0.629, 0.070, 0.329], [0.404, -0.481, 0.932], [0.116, 0.771, 0.905], [0.778, 0.320, 0.152], [0.129, -0.445, -0.110], [0.463, 1.120, -0.722], [0.442, -0.045, -0.106], [0.272, 0.249, 0.837], [0.484, 0.864, -0.705], [0.084, -0.069, 1.655], [0.418, -0.113, 0.555], [0.525, 0.931, -1.261], [-0.270, 0.103, 0.066], [-0.472, -2.390, 1.004], [-0.430, -0.153, -0.002], [-0.802, -1.049, 1.167], [1.840, -1.008, 1.926], [0.708, 1.279, -0.804], [0.205, 0.700, -0.964], [-1.426, -2.494, 1.062], [-0.324, 0.295, -1.403], [0.256, 0.120, 0.669], [-0.167, 0.121, -0.165], [-0.411, 0.798, 0.957], [0.253, 0.380, -0.293], [-0.045, 0.300, -0.099], [0.012, 0.324, 0.191], [-0.003, 0.356, -0.071], [-0.339, 0.324, -0.413], [0.715, -0.085, 0.061], [-0.192, 0.031, -0.273], [0.030, 0.588, -0.498], [-0.694, -0.276, 0.108], [-0.086, -0.469, -0.005], [0.049, -0.291, 0.162], [-0.474, 0.388, 0.441], [-0.208, -0.336, -0.053], [0.149, 0.113, -0.881], [-0.150, -0.227, 0.766], [0.231, 0.057, 0.254], [0.330, 0.081, 0.162], [-0.087, 0.665, -0.356], [-0.391, -0.045, -0.034], [-0.196, -0.224, 0.476], [0.006, -0.013, -0.091], [-0.045, -0.103, -0.379], [0.215, 0.634, -0.010], [-0.036, -0.252, -0.118], [-0.481, 0.372, 0.128], [-0.136, -0.162, -0.330], [-0.473, 0.187, -0.207], [-0.017, 0.533, 0.367], [0.070, 0.167, 0.144], [0.205, -0.111, 0.200], [0.015, 0.390, 0.130], [-0.452, -0.878, -0.096], [-0.130, 0.271, 0.165], [-0.583, 0.094, -0.016], [-0.183, 0.561, -0.370], [-0.203, -0.664, -0.920], [-0.134, -0.468, 0.029], [-0.271, 0.401, 0.162], [-0.412, -0.133, 0.386], [-0.368, 0.391, 0.514], [0.323, 0.518, -0.768], [-0.317, 0.229, 0.468], [0.232, 0.153, -0.395], [0.831, -0.628, -0.329], [0.360, -0.091, -0.138], [0.055, -0.141, -0.404], [0.063, 0.195, 0.088], [0.190, -1.003, -0.142], [0.263, -0.292, 0.336], [-0.063, -0.109, -0.202], [-0.233, -0.107, 0.030], [-0.524, -0.378, 0.284], [-0.094, -0.266, -0.136], [0.112, 0.422, 0.138], [-0.204, -0.003, 0.447], [0.038, -0.026, 0.288], [0.181, 0.028, -0.277], [0.119, 0.194, 0.266], [0.153, -0.176, 0.583], [-0.027, -0.361, -0.116], [-0.632, -0.257, 0.637], [0.115, -0.150, -0.647], [0.010, -0.165, 0.004], [-0.640, 0.049, -0.192], [-0.866, -0.152, -0.617], [0.055, 0.387, -0.077], [0.201, -0.034, 0.126], [0.392, 0.312, 0.200], [-0.442, 0.191, 0.076], [-1.079, 0.656, -0.099], [-0.033, 0.061, 0.574], [0.636, -0.182, -0.083], [0.229, 0.257, -0.067], [-0.028, 0.088, -0.855], [0.651, -0.934, 0.336], [-0.093, 0.354, 0.217], [0.112, -0.052, 0.270], [0.250, -0.381, 0.281], [0.031, -0.295, 0.028], [-0.479, 0.093, 0.169], [-0.294, 0.072, -0.401], [0.006, 0.067, 0.286], [-0.311, 0.027, -0.121], [0.257, -0.250, 0.797], [0.438, -0.108, -0.107], [0.385, -0.059, 0.171], [0.255, 0.242, -0.839], [-0.060, -0.044, -0.019], [-0.076, -0.153, -0.118], [-0.357, -0.328, 0.142], [-0.043, 0.055, 0.015], [-0.078, 0.165, -0.247], [0.227, 0.008, 0.630], [0.159, -0.002, -0.009], [-0.142, 0.087, 0.165], [-0.142, -0.128, -0.152]],
  "lowdin_charge": [0.661, 0.484, -0.253, -0.105, -0.196, -0.231, -0.067, -0.194, -0.276, -0.203, -0.083, -0.268, -0.101, -0.241, -0.274, -0.226, -0.167, -0.195, -0.066, -0.109, -0.037, -0.046, -0.061, -0.090, -0.150, -0.276, -0.222, -0.231, -0.087, -0.065, -0.156, -0.225, -0.084, -0.206, -0.141, -0.087, -0.058, -0.107, -0.213, -0.164, -0.108, -0.186, -0.228, -0.220, -0.151, -0.081, -0.209, -0.076, -0.094, -0.173, -0.222, -0.182, -0.040, -0.164, -0.162, -0.185, -0.181, -0.189, -0.087, -0.219, 0.119, 0.104, 0.091, 0.121, 0.103, 0.095, 0.113, 0.097, 0.093, 0.067, 0.112, 0.083, 0.057, 0.108, 0.073, 0.084, 0.086, -0.094, 0.071, 0.121, 0.070, 0.125, 0.117, 0.098, 0.118, 0.080, 0.090, 0.112, 0.113, 0.121, 0.080, 0.080, 0.116, 0.120, 0.115, 0.126, 0.134, 0.012, 0.118, 0.118, 0.057, -0.035, 0.006, 0.052, 0.086, 0.086, 0.130, 0.099, 0.128, 0.090, 0.059, 0.121, 0.087, 0.096, 0.098, 0.124, 0.108, 0.063, 0.094, 0.084, 0.110, 0.113, 0.112, 0.096, 0.065, 0.097, -0.028, 0.116, 0.062, 0.098, 0.120, 0.099, 0.129, 0.097, 0.095, 0.130, 0.086, 0.080, 0.092, 0.126, 0.118, 0.103, 0.059, 0.114, 0.087, 0.083, 0.086, 0.116, 0.090, 0.097, 0.095, 0.092, 0.104, 0.086, 0.117, 0.122, 0.084, 0.024],
  "max_force_ev_per_a": 3.78,
  "spin_multiplicity": 2,
  "charge": 1,
  "e_above_lowest_ev": 0.000,
  "gap_ev": [8.3, 3.4]
}